No. 1
This record from OMol25 describes C53H47F3N5O2OsS3Sb as an isolated structure at a distorted geometry. The level of theory is ωB97M-V with the def2-TZVPD basis set.

Values from the calculation:
Total energy   -116932.519 eV
Frontier orbital gap   6.31 eV
E_HOMO   -6.991 eV
Net charge   0
Energy above the lowest of the compared OMol25 structures with the same formula, charge and spin   0.0 kJ/mol

Positions of all 115 atoms, in Å:
H1 2.717 2.279 -3.538
C1 -0.412 -4.459 -2.986
H2 0.488 4.573 -1.215
H3 1.304 -4.675 -4.242
H4 -2.099 -4.012 -1.745
C2 -2.382 -0.960 4.050
H5 -3.956 -2.331 3.537
C3 6.028 -1.082 -1.611
N1 5.394 -3.215 5.833
N2 7.159 -2.831 2.159
C4 0.658 -4.858 1.473
H6 -2.548 1.840 0.055
H7 -0.781 -3.635 2.631
S1 2.880 1.459 1.081
C5 -5.433 3.217 0.229
H8 -0.810 0.493 4.211
H9 -0.346 5.553 2.117
H10 -2.452 -1.112 5.117
H11 3.261 -2.689 1.171
H12 0.091 -0.042 -7.013
H13 2.627 -5.261 0.607
H14 0.911 -5.402 2.386
C6 6.312 -2.134 2.503
C7 1.469 1.520 -6.552
C8 5.052 -2.426 5.069
H15 -5.729 1.926 3.320
C9 2.147 1.739 -4.284
C10 3.763 -1.802 -1.580
C11 -1.909 2.257 -0.712
N3 -1.285 0.137 2.238
H16 -1.385 2.000 -4.055
S2 1.471 1.123 3.797
H17 -1.946 -0.305 0.335
C12 -2.096 -0.512 1.387
C13 3.318 -0.498 -1.755
H18 -1.238 -1.769 -1.164
C14 -5.231 0.809 1.574
C15 1.228 -2.756 -3.250
C16 0.664 0.446 -6.237
H19 -5.069 5.151 2.331
C17 -1.001 3.259 -0.389
H20 -2.462 2.631 2.003
C18 -5.545 1.981 2.253
N4 -4.601 -0.262 -0.585
C19 3.453 -0.698 4.426
C20 0.769 -4.027 -3.561
N5 -4.020 -1.976 0.948
H21 6.377 1.013 -1.834
C21 0.182 2.860 1.785
C22 4.277 0.511 -1.837
H22 2.962 -0.832 5.381
C23 -0.819 3.737 1.047
C24 -0.324 5.191 1.088
C25 4.586 -1.453 4.127
F1 1.527 1.942 -7.833
F2 -0.862 -5.694 -3.283
C26 2.549 -3.361 1.648
H23 -2.934 4.183 1.296
H24 5.466 -3.125 -1.358
O1 1.008 -1.218 1.175
H25 2.144 -2.407 -3.711
H26 0.209 3.813 -3.517
O2 -4.551 -2.425 -1.203
C27 2.931 0.190 3.499
H27 5.184 -0.278 0.994
H28 -5.222 -0.118 2.122
S3 1.193 -2.306 2.226
C28 1.357 0.651 -3.920
H29 3.977 1.548 -1.907
C29 -3.097 -1.374 1.816
C30 -4.983 0.845 0.209
C31 -5.630 3.205 1.608
H30 -0.556 -3.143 0.931
H31 1.689 -4.013 -0.226
H32 3.014 -3.786 2.540
C32 -5.126 2.062 -0.460
H33 -2.725 0.991 -2.238
C33 -3.204 -1.638 3.177
C34 4.709 -0.383 1.962
C35 -2.033 1.793 -2.018
F3 7.343 -1.360 -1.546
C36 -1.463 -0.054 3.552
C37 -5.926 4.475 2.357
H34 -6.772 5.004 1.915
C38 -1.285 2.353 -3.037
C39 -0.234 3.796 -1.425
C40 -2.141 3.659 1.836
H35 0.705 5.280 0.739
H36 -0.955 5.840 0.478
H37 -4.968 2.106 -1.532
C41 3.567 0.355 2.248
Os1 0.597 1.055 1.590
C42 -0.387 3.367 -2.732
H38 -6.161 4.272 3.400
H39 2.836 3.020 -5.885
C43 5.118 -2.111 -1.502
H40 -5.516 4.149 -0.317
H41 -4.730 -0.123 -1.578
H42 0.710 3.456 2.546
C44 2.219 2.179 -5.598
H43 -4.185 -2.962 1.092
H44 0.027 -5.505 0.863
C45 -0.662 -2.400 -1.833
C46 -1.154 -3.665 -2.137
C47 -4.400 -1.593 -0.331
C48 1.936 -4.431 0.755
C49 0.617 0.019 -4.915
C50 0.536 -1.930 -2.362
C51 5.632 0.232 -1.777
C52 -0.068 -3.561 1.812
H45 3.050 -2.612 -1.506
H46 -2.017 4.130 2.812
Sb1 1.231 0.036 -1.846
H47 -0.019 -0.823 -4.672
C53 5.214 -1.296 2.885

***

No. 2
This record from OMol25 describes CH14Na6O10 as an isolated structure at a distorted geometry. The level of theory is ωB97M-V with the def2-TZVPD basis set.

Values from the calculation:
Total energy   -48202.468 eV
Frontier orbital gap   4.49 eV
E_HOMO   -20.031 eV
Net charge   +4
Energy above the lowest of the compared OMol25 structures with the same formula, charge and spin   0.0 kJ/mol

Positions of all 31 atoms, in Å:
Na1 3.590 0.224 1.756
O1 -2.244 -3.288 0.287
H1 -1.373 -1.076 -3.187
C1 0.168 0.282 -0.119
H2 -2.477 -3.840 -0.470
H3 1.721 0.172 4.695
O2 1.106 0.318 0.810
H4 2.058 -2.594 1.645
H5 -1.910 -2.487 -0.124
O3 -0.743 0.931 -3.818
H6 -0.963 3.499 2.394
Na2 2.677 -0.802 -1.099
O4 -1.258 -1.687 -2.447
O5 2.738 -2.140 1.133
Na3 -0.080 -1.193 2.449
Na4 1.860 2.514 0.907
H7 1.685 0.742 3.284
O6 -3.398 0.698 -0.496
O7 0.392 0.926 -1.273
H8 -0.472 1.756 -4.237
H9 -3.797 0.246 -1.249
H10 -0.477 0.905 -2.880
H11 -1.209 -1.146 -1.652
O8 -0.326 2.767 2.334
H12 -0.824 2.096 1.845
H13 -2.512 0.341 -0.403
O9 1.775 -0.092 3.758
Na5 -0.592 3.365 -1.834
H14 3.316 -2.870 0.848
Na6 2.396 1.856 -2.943
O10 -0.826 -0.424 0.089

***

No. 3
This record from OMol25 describes a 2-piece molecular cluster, C5H14NO3 overall at a distorted geometry. The level of theory is ωB97M-V with the def2-TZVPD basis set.

Values from the calculation:
Total energy   -13039.175 eV
Frontier orbital gap   11.49 eV
E_HOMO   -14.332 eV
Net charge   +1
Energy above the lowest of the compared OMol25 structures with the same formula, charge and spin   0.0 kJ/mol

Positions of all 23 atoms, in Å:
H1 -1.326 -2.248 2.837
C1 0.724 0.409 0.800
C2 0.839 1.837 -1.263
H2 -3.778 0.044 -0.613
H3 -0.368 0.470 0.938
C3 1.240 -0.881 1.470
H4 0.239 -0.353 -2.415
H5 0.254 -1.460 -1.190
O1 -0.319 -2.502 0.653
H6 -0.200 2.001 -1.564
C4 1.072 0.470 -0.685
H7 1.095 1.314 1.256
O2 -0.486 -1.767 2.773
N1 0.126 -0.468 -1.406
H8 -3.447 1.516 -1.000
H9 1.632 -0.717 2.469
H10 0.945 2.639 -0.534
H11 2.067 0.054 -0.800
C5 0.067 -1.822 1.569
H12 2.067 -1.282 0.932
O3 -3.070 0.642 -0.865
H13 -0.819 -0.093 -1.265
H14 1.448 2.198 -2.097

***

No. 4
This record from OMol25 describes a 2-piece molecular cluster, C4H12O2 overall at a distorted geometry. The level of theory is ωB97M-V with the def2-TZVPD basis set.

Values from the calculation:
Total energy   -8436.657 eV
Frontier orbital gap   11.05 eV
E_HOMO   -10.112 eV
SMILES string   CCCOC.O
Net charge   0
Energy above the lowest of the compared OMol25 structures with the same formula, charge and spin   82.7 kJ/mol

Positions of all 18 atoms, in Å:
O1 -0.718 -1.005 -0.465
H1 0.848 1.223 -1.453
O2 -3.050 1.217 0.250
C1 2.039 1.488 0.243
C2 0.611 -0.574 -0.021
H2 2.856 0.810 -0.054
H3 0.680 -0.898 1.035
H4 -2.870 2.161 0.461
H5 -1.110 -2.610 0.887
H6 1.889 1.402 1.332
H7 -0.340 -3.090 -0.658
C3 0.748 0.960 -0.382
C4 -1.013 -2.357 -0.183
H8 1.399 -1.106 -0.588
H9 2.339 2.524 0.010
H10 -2.162 0.795 0.226
H11 -2.007 -2.435 -0.654
H12 -0.138 1.493 0.014

***

No. 5
This record from OMol25 describes an isolated ion of composition C5H8NO2 and charge +1 at a distorted geometry. The level of theory is ωB97M-V with the def2-TZVPD basis set.

Values from the calculation:
Total energy   -10884.588 eV
Frontier orbital gap (alpha / beta)   8.68 / 7.58 eV
E_HOMO (alpha / beta)   -12.957 / -12.362 eV
Net charge   +1
Energy above the lowest of the compared OMol25 structures with the same formula, charge and spin   764.1 kJ/mol

Positions of all 16 atoms, in Å:
C1 -0.757 -0.087 0.604
H1 1.082 -0.604 -1.793
C2 1.437 -1.001 0.317
H2 -0.608 -2.065 0.917
H3 -2.763 0.525 0.065
C3 -1.810 0.867 0.702
C4 -0.017 -1.177 0.669
N1 1.578 -0.236 -0.998
H4 2.038 -2.021 0.477
O1 2.045 1.170 0.655
C5 1.232 1.095 -0.441
H5 -1.552 1.865 0.430
O2 2.203 -0.190 1.124
H6 2.500 -0.415 -1.323
H7 -2.245 0.964 1.740
H8 1.189 2.080 -0.893